Record 1
Below is a cluster of 10 separate species, C29H64N6O18 in total at a distorted geometry, with properties calculated with ωB97M-V with the def2-TZVPD basis set.

E in a.u.: -2826.2209
Orbital gap in eV: 9.50
Energy above the lowest of the compared OMol25 structures with the same formula, charge and spin in kJ/mol: 321.4
SMILES string: COC(=O)OC.COC(=O)OC.COC(=O)OC.COC(=O)OC.CNC(C)=O.CNC(C)=O.CNC(C)=O.CNC(C)=O.CNC(C)=O.CC(N)=O

Element x y z (Å)
1 C -5.86959 1.26867 -3.08423
2 O -7.01717 1.28586 -3.99359
3 C -7.69532 0.24408 -4.39894
4 O -8.69945 0.42695 -5.06754
5 O -7.17174 -0.94117 -4.08726
6 C -8.03504 -2.01763 -3.96441
7 H -6.06503 0.56312 -2.27670
8 H -5.63296 2.25409 -2.68294
9 H -4.97103 0.94663 -3.61052
10 H -8.57149 -2.04269 -3.01589
11 H -7.39160 -2.89742 -3.97279
12 H -8.73530 -2.00314 -4.79960
13 C 0.83963 5.24870 -2.93823
14 O 0.50686 6.48587 -2.42281
15 C -0.22818 7.33030 -3.09679
16 O -0.85744 7.07999 -4.15462
17 O -0.16743 8.53707 -2.47264
18 C -0.84306 9.67469 -2.91461
19 H 0.02344 4.57010 -3.18614
20 H 1.45848 4.59410 -2.32452
21 H 1.44915 5.35561 -3.83553
22 H -0.56587 10.47618 -2.22986
23 H -1.92268 9.59861 -2.78514
24 H -0.56673 9.86635 -3.95144
25 C 2.72032 -0.11229 -1.33565
26 O 1.69735 -0.87340 -0.66798
27 C 0.37222 -0.50428 -0.84085
28 O -0.05122 0.42278 -1.57798
29 O -0.39903 -1.34017 -0.19412
30 C -1.79327 -1.23300 -0.29300
31 H 2.99713 0.80741 -0.82026
32 H 2.35095 0.20131 -2.31203
33 H 3.62836 -0.71261 -1.39198
34 H -2.31165 -1.27317 0.66500
35 H -2.11742 -2.12091 -0.83579
36 H -2.22357 -0.53625 -1.01236
37 C -0.15158 -4.00530 4.60360
38 O -0.01484 -3.90947 6.01747
39 C -1.19795 -4.13300 6.69697
40 O -2.21939 -4.58126 6.21461
41 O -1.06114 -3.85730 7.99308
42 C -2.19066 -4.02275 8.77824
43 H -1.13242 -3.63074 4.31072
44 H 0.09474 -5.00819 4.25483
45 H 0.47460 -3.23798 4.14838
46 H -2.48684 -5.06947 8.70933
47 H -2.98636 -3.38313 8.39634
48 H -1.93942 -3.72337 9.79576
49 C 5.39496 -4.56508 2.27473
50 N 6.84340 -4.66463 2.55620
51 C 7.72443 -5.55788 2.14281
52 C 9.11486 -5.44392 2.65182
53 O 7.51455 -6.42346 1.31764
54 H 5.20366 -5.50421 1.75557
55 H 5.15601 -3.67717 1.68938
56 H 4.81660 -4.73090 3.18363
57 H 7.12050 -4.04813 3.30670
58 H 9.73987 -5.18632 1.79676
59 H 9.39471 -6.43214 3.01677
60 H 9.19355 -4.73865 3.47917
61 C 1.51641 -0.76777 -6.77961
62 N 0.16346 -0.68669 -7.37531
63 C -0.31602 0.48959 -7.85748
64 C 0.56150 1.67631 -7.80093
65 O -1.48480 0.57884 -8.32736
66 H 2.34248 -0.60161 -7.47106
67 H 1.73034 -1.77255 -6.41526
68 H 1.59575 -0.00847 -6.00160
69 H -0.48565 -1.44747 -7.23406
70 H -0.11871 2.42424 -8.20836
71 H 1.41139 1.52928 -8.46738
72 H 0.93177 2.14531 -6.88932
73 C 10.70600 0.25359 -2.92547
74 N 10.12693 0.04096 -1.62866
75 C 8.83798 0.25722 -1.27250
76 C 8.38645 -0.16785 0.12044
77 O 8.00801 0.81869 -2.04716
78 H 10.07727 -0.29943 -3.62331
79 H 11.68188 -0.22858 -2.98265
80 H 10.83311 1.29727 -3.21300
81 H 10.75829 -0.23072 -0.88861
82 H 8.95862 0.16792 0.98529
83 H 8.28884 -1.25251 0.07467
84 H 7.43357 0.32411 0.31559
85 C -8.39505 -3.08533 1.23540
86 N -9.02415 -1.80092 1.03873
87 C -8.26748 -0.66907 0.93614
88 C -8.97804 0.64819 0.88310
89 O -7.07341 -0.68337 1.02451
90 H -8.97300 -3.89684 0.79323
91 H -8.30214 -3.49099 2.24282
92 H -7.40518 -3.12317 0.78061
93 H -10.02772 -1.68920 1.06041
94 H -8.99531 0.99735 1.91552
95 H -9.98462 0.59162 0.46873
96 H -8.36931 1.37886 0.35047
97 C -2.52432 0.92333 4.27945
98 N -3.04313 1.62809 3.16226
99 C -2.46695 2.76612 2.69456
100 C -3.08610 3.47182 1.53968
101 O -1.46793 3.28633 3.11047
102 H -3.15741 0.16262 4.73620
103 H -2.34147 1.68983 5.03252
104 H -1.51166 0.52404 4.22304
105 H -3.81074 1.18540 2.67762
106 H -2.70795 3.11540 0.58153
107 H -3.08368 4.55802 1.63074
108 H -4.16267 3.30216 1.52267
109 C 3.28532 1.30693 3.63814
110 C 2.89687 1.46431 5.07066
111 N 1.93154 2.28791 5.39107
112 O 3.53346 0.86550 5.94449
113 H 4.31013 1.02565 3.39578
114 H 3.09222 2.27681 3.17972
115 H 2.65491 0.62673 3.06541
116 H 1.74433 2.17231 6.37680
117 H 1.21933 2.54800 4.72383

---

Record 2
Below is a structure of composition C29H64O11S at a distorted geometry, with properties calculated with ωB97M-V with the def2-TZVPD basis set.

E in a.u.: -2369.0631
Orbital gap in eV: 9.75
Energy above the lowest of the compared OMol25 structures with the same formula, charge and spin in kJ/mol: 207.6

Element x y z (Å)
1 O 4.01326 1.48573 0.98612
2 S 3.25636 2.23113 -0.00179
3 O 2.28971 1.26536 -0.49800
4 O 4.11394 2.85765 -1.27422
5 C 3.10748 3.76317 -1.83822
6 C 2.22986 4.43969 -0.67976
7 C 0.74515 3.92654 -0.88735
8 C 0.07619 4.01683 -2.18106
9 C -1.27931 3.52798 -2.38809
10 C -1.93981 2.91289 -1.25291
11 C -1.31660 2.80445 0.05173
12 C 0.03844 3.32138 0.23355
13 O 2.69817 3.69504 0.49350
14 H 2.54733 3.09647 -2.54982
15 H 3.65114 4.45028 -2.53421
16 H 2.35407 5.54885 -0.62417
17 H 0.64137 4.47435 -3.02214
18 H -1.71695 3.63557 -3.40175
19 H -2.97171 2.49057 -1.35041
20 H -1.81853 2.31716 0.91534
21 H 0.46611 3.21477 1.25513
22 C -0.98342 -2.64974 0.89193
23 C -1.96434 -1.53963 1.23200
24 C -2.94881 -1.30305 0.09766
25 O -1.24418 -0.33534 1.49612
26 H -0.39296 -2.39251 0.00741
27 H -0.27627 -2.80025 1.71073
28 H -1.50366 -3.59106 0.70157
29 H -2.50941 -1.79771 2.14316
30 H -2.42590 -0.99796 -0.81464
31 H -3.63974 -0.49493 0.35198
32 H -3.52797 -2.20192 -0.11718
33 H -0.75776 -0.09822 0.69548
34 C 7.34641 1.48602 -0.15394
35 C 8.43198 0.80455 0.66281
36 C 8.30323 1.13902 2.14030
37 O 9.71629 1.21856 0.19107
38 H 7.41722 2.57499 -0.06625
39 H 7.45677 1.24644 -1.21423
40 H 6.35318 1.17467 0.17304
41 H 8.37108 -0.27694 0.52431
42 H 8.40726 2.21583 2.30575
43 H 9.09480 0.65189 2.71405
44 H 7.33711 0.81792 2.53485
45 H 9.78162 2.17409 0.30873
46 C 0.70104 -4.23355 5.80503
47 C -0.44437 -3.67659 4.97375
48 C -0.62260 -2.18430 5.20432
49 O -1.65263 -4.35704 5.31285
50 H 0.50838 -4.09684 6.87360
51 H 0.80948 -5.30720 5.63717
52 H 1.64486 -3.74389 5.55575
53 H -0.25336 -3.86369 3.91493
54 H -0.86018 -1.97652 6.25241
55 H -1.45451 -1.80112 4.60970
56 H 0.28112 -1.63299 4.93645
57 H -1.82998 -4.19737 6.24772
58 C -7.86455 -3.27403 0.07287
59 C -6.73826 -2.32624 -0.30865
60 C -7.16684 -1.37376 -1.41427
61 O -5.60731 -3.08063 -0.74287
62 H -8.16169 -3.89043 -0.78078
63 H -7.54046 -3.95838 0.85871
64 H -8.73969 -2.72510 0.42707
65 H -6.42676 -1.75415 0.56845
66 H -7.43972 -1.92572 -2.31887
67 H -6.34538 -0.70664 -1.68530
68 H -8.02136 -0.76806 -1.10491
69 H -5.86998 -3.59136 -1.51844
70 C -9.51780 -7.24954 4.05364
71 C -9.03827 -7.02536 2.62779
72 C -7.56758 -7.38257 2.47652
73 O -9.23577 -5.65887 2.26790
74 H -8.96225 -6.61891 4.75437
75 H -10.57145 -6.97937 4.15041
76 H -9.39583 -8.29295 4.35226
77 H -9.63534 -7.62881 1.94064
78 H -6.94654 -6.75641 3.12428
79 H -7.23406 -7.20708 1.45151
80 H -7.38720 -8.42990 2.72807
81 H -8.71245 -5.11464 2.86908
82 C 13.07657 0.45596 -2.97748
83 C 11.91346 0.96476 -3.81537
84 C 11.69649 2.45647 -3.61127
85 O 10.72752 0.25882 -3.46146
86 H 12.88300 0.60771 -1.91139
87 H 13.21439 -0.61715 -3.12535
88 H 14.00600 0.96705 -3.23924
89 H 12.10572 0.76274 -4.87159
90 H 11.45705 2.67451 -2.56611
91 H 10.85264 2.80623 -4.20991
92 H 12.58458 3.02752 -3.89185
93 H 10.54640 0.43004 -2.52686
94 C -4.76849 5.46103 -3.59546
95 C -3.64415 6.41245 -3.97418
96 C -4.07551 7.36837 -5.07537
97 O -2.51188 5.66103 -4.41172
98 H -5.06454 4.84796 -4.45244
99 H -4.44121 4.77421 -2.81157
100 H -5.64447 6.00655 -3.23851
101 H -3.33308 6.98111 -3.09536
102 H -4.34830 6.81964 -5.98200
103 H -3.25590 8.03793 -5.34440
104 H -4.93072 7.97114 -4.76273
105 H -2.77454 5.15332 -5.18984